1.
DFT (ωB97M-V/def2-TZVPD) results for C28H42BN6O2PSZr as an isolated structure.

Calculated values
- F_max (eV/A) = 0.59
- relative energy (zero: lowest compared OMol25 entry of this formula, charge and spin) (kcal/mol) = 14.7
- calculated total energy (Ha) = -2382.31035
- frontier orbital gap (eV) = 7.0
- charge = +2
- highest occupied orbital energy (eV) = -13.921

Each line ends with the Mulliken charge.
Cartesian coordinates (Å):
Zr 0.08 -0.35 -0.24  0.248
C 1.16 0.71 -3.97  -1.297
C 0.37 -0.52 -3.67  0.676
C 0.00 -1.55 -4.54  -1.363
C -0.72 -2.45 -3.77  0.752
C -1.36 -3.73 -4.18  -1.427
N -0.80 -1.96 -2.52  0.799
N -0.12 -0.77 -2.45  0.009
B -1.40 -2.55 -1.25  -1.349
N -2.41 -1.53 -0.65  1.387
N -2.10 -0.18 -0.62  -0.107
C -3.24 0.49 -0.38  0.831
C -3.32 1.97 -0.38  -1.542
C -4.28 -0.43 -0.24  -1.278
C -3.73 -1.68 -0.42  0.678
C -4.42 -3.00 -0.42  -1.339
N -0.18 -2.80 -0.20  1.725
N 1.11 -2.27 -0.38  -0.344
C 1.97 -3.07 0.24  0.494
C 3.43 -2.81 0.27  -1.313
C 1.28 -4.13 0.83  -1.305
C -0.06 -3.93 0.55  0.515
C -1.23 -4.75 0.94  -1.349
H 1.19 0.88 -5.04  0.450
H 2.19 0.60 -3.63  0.078
H 0.72 1.59 -3.50  0.270
H 0.22 -1.62 -5.59  0.560
H -1.19 -3.90 -5.23  0.412
H -2.44 -3.70 -4.01  0.306
H -0.95 -4.57 -3.62  0.294
H -1.94 -3.58 -1.45  -0.166
H -2.36 2.43 -0.62  0.162
H -3.65 2.35 0.59  0.316
H -4.04 2.29 -1.12  0.485
H -5.32 -0.20 -0.06  0.564
H -5.48 -2.85 -0.25  0.417
H -4.04 -3.64 0.38  0.193
H -4.28 -3.52 -1.36  0.281
H 3.71 -2.09 -0.49  0.277
H 3.98 -3.73 0.08  0.475
H 3.74 -2.44 1.25  0.228
H 1.70 -4.94 1.39  0.580
H -0.92 -5.56 1.60  0.439
H -1.71 -5.18 0.06  0.313
H -1.97 -4.13 1.46  0.212
O -2.84 5.16 4.62  -0.458
C -2.43 4.81 3.40  0.549
O -2.43 5.60 2.50  -0.526
C -1.95 3.40 3.18  0.348
C -1.30 3.17 1.97  -0.835
C -0.85 1.90 1.68  1.280
C -1.01 0.83 2.56  1.604
S -0.38 -0.77 2.16  -0.477
C -1.68 1.06 3.75  -1.408
C -2.14 2.34 4.06  -0.762
H -2.69 4.47 5.28  0.293
H -1.18 4.00 1.28  0.691
H -0.29 1.80 0.73  -1.599
H -1.85 0.25 4.45  0.546
H -2.67 2.47 4.99  0.313
C 3.33 0.35 2.42  -1.230
C 2.66 1.60 1.86  -0.616
P 2.23 1.42 0.10  1.274
C 3.78 1.03 -0.80  -0.168
C 4.87 2.08 -0.63  -1.279
C 1.70 3.07 -0.56  -0.307
C 2.05 4.28 0.31  -1.520
H 3.49 0.47 3.49  0.488
H 4.31 0.18 1.96  0.313
H 2.70 -0.53 2.27  0.054
H 3.30 2.48 1.96  0.635
H 1.74 1.83 2.40  0.187
H 3.52 0.91 -1.85  0.131
H 4.12 0.06 -0.44  0.170
H 4.55 3.05 -1.02  0.293
H 5.76 1.79 -1.18  0.456
H 5.15 2.21 0.41  0.326
H 0.62 3.05 -0.76  0.164
H 2.18 3.16 -1.54  0.693
H 1.57 4.22 1.28  0.325
H 1.72 5.20 -0.18  0.456
H 3.13 4.36 0.46  0.352

---

2.
DFT (ωB97M-V/def2-TZVPD) results for a 2-piece molecular cluster, C5H12N2 overall.

Calculated values
- F_max (eV/A) = 4.85
- relative energy (zero: lowest compared OMol25 entry of this formula, charge and spin) (kcal/mol) = 147.5
- calculated total energy (Ha) = -306.99431
- frontier orbital gap (spin up / spin down) (eV) = 8.3 / 8.3
- charge = 0
- highest occupied orbital energy (spin up / spin down) (eV) = -8.232 / -8.040

Each line ends with the natural charge from an NBO analysis.
Cartesian coordinates (Å):
C 0.88 -0.31 -0.33  0.342
C 0.79 -1.47 0.53  -0.688
C 2.16 -0.02 -1.13  -0.679
C -2.29 -0.08 1.51  -0.592
C -0.45 1.61 -1.01  -0.440
N -1.11 0.57 1.72  -0.165
N -0.19 0.37 -0.28  -0.421
H 0.23 -1.03 1.47  0.270
H 1.77 -1.85 0.80  0.204
H 0.36 -2.33 0.10  0.227
H 3.04 0.01 -0.59  0.235
H 1.85 0.78 -1.76  0.221
H 2.35 -1.03 -1.70  0.221
H -3.32 0.48 1.60  0.190
H -2.13 -0.53 0.45  0.267
H -2.45 -0.97 2.19  0.203
H 0.51 1.92 -1.59  0.168
H -0.67 2.51 -0.33  0.226
H -1.34 1.35 -1.65  0.213

---

3.
DFT (ωB97M-V/def2-TZVPD) results for one molecule with the formula C7H6OS.

Calculated values
- F_max (eV/A) = 3.52
- relative energy (zero: lowest compared OMol25 entry of this formula, charge and spin) (kcal/mol) = 36.6
- calculated total energy (Ha) = -743.67268
- frontier orbital gap (eV) = 9.5
- charge = 0
- highest occupied orbital energy (eV) = -8.947

Each line ends with the natural charge from an NBO analysis.
Cartesian coordinates (Å):
C -1.25 -1.58 -0.12  -0.191
C -1.52 -0.86 -1.33  -0.222
C -0.31 -1.30 0.87  -0.232
C -0.78 0.32 -1.50  -0.209
C 0.35 -0.03 0.73  0.002
C 0.12 0.67 -0.47  -0.247
C 1.40 1.06 1.44  -0.607
O 2.38 2.24 -0.87  -0.942
S 1.18 2.15 -0.04  1.248
H -1.90 -2.50 0.12  0.218
H -2.41 -1.19 -1.93  0.236
H -0.07 -2.07 1.62  0.231
H -0.66 0.99 -2.43  0.239
H 1.09 1.49 2.39  0.232
H 2.38 0.59 1.52  0.244

---

4.
DFT (ωB97M-V/def2-TZVPD) results for a 10-piece molecular cluster, C29H61BFNO38PS9 overall.

Calculated values
- F_max (eV/A) = 8.20
- calculated total energy (Ha) = -8104.78121
- frontier orbital gap (eV) = 5.6
- charge = -1
- highest occupied orbital energy (eV) = -4.568

Each line ends with the Mulliken charge.
Cartesian coordinates (Å):
C 4.03 -2.81 -0.42  -0.622
C 3.99 -1.20 -0.78  0.226
C 3.74 -0.85 -2.36  0.018
B 2.78 -1.91 -3.17  0.847
O 1.36 -1.74 -2.72  -0.168
C 0.36 -1.59 -3.79  0.734
C -0.25 -0.12 -4.18  -0.724
C 0.90 1.03 -4.49  -0.353
C -0.94 -2.60 -3.87  -0.463
C -2.09 -2.34 -2.72  0.443
C -2.79 -3.79 -2.29  -0.448
C -1.54 -1.67 -1.33  -0.929
C 1.30 -2.18 -5.04  0.291
F 1.58 -3.66 -5.06  -0.289
P 0.71 -1.89 -6.84  0.302
N 1.11 -3.24 -7.70  -0.758
O 2.66 -1.67 -4.64  -0.625
H 4.52 -2.97 0.65  0.167
H 2.97 -3.31 -0.40  0.181
H 4.75 -3.32 -1.20  0.021
H 3.22 -0.67 -0.03  -0.101
H 5.05 -0.74 -0.49  0.093
H 3.24 0.21 -2.42  -0.490
H 4.79 -0.82 -2.89  0.033
H 3.14 -3.05 -3.09  -0.324
H -0.94 -0.16 -5.15  0.236
H -0.95 0.35 -3.33  0.182
H 0.41 2.07 -4.74  0.377
H 1.52 1.15 -3.49  -0.274
H 1.64 0.70 -5.37  0.135
H -0.69 -3.74 -3.86  -0.160
H -1.46 -2.38 -4.92  -0.012
H -2.98 -1.66 -3.11  0.260
H -2.46 -4.68 -3.00  0.166
H -3.97 -3.70 -2.21  0.231
H -2.35 -4.06 -1.22  -0.136
H -2.36 -1.86 -0.48  0.308
H -1.35 -0.52 -1.37  0.207
H -0.59 -2.28 -0.96  0.115
H 1.39 -0.79 -7.51  0.052
H -0.74 -1.78 -6.89  0.093
H 1.75 -2.93 -8.46  0.177
C 3.54 4.45 -0.17  -0.547
C 3.93 3.33 -1.14  -0.402
O 3.18 2.20 -0.72  -0.018
S 1.76 2.70 -0.10  1.189
O 0.75 2.59 -1.14  -0.558
O 1.60 2.12 1.21  -0.604
O 2.14 4.27 0.07  -0.124
H 4.06 4.34 0.78  0.297
H 3.73 5.44 -0.59  0.345
H 5.00 3.12 -1.12  0.362
H 3.63 3.58 -2.16  0.248
C -1.76 -4.40 3.13  0.088
C -2.69 -5.50 3.63  -0.466
O -3.88 -5.37 2.85  -0.326
S -3.47 -4.83 1.36  1.055
O -3.38 -5.98 0.48  -0.510
O -4.27 -3.67 1.07  -0.502
O -1.96 -4.35 1.72  -0.202
H -2.04 -3.42 3.55  -0.045
H -0.72 -4.60 3.36  0.283
H -2.92 -5.40 4.70  0.334
H -2.27 -6.49 3.45  0.321
C 0.54 -6.95 -4.68  0.089
C 0.17 -7.46 -6.07  -0.391
O -0.58 -8.65 -5.84  -0.336
S -1.41 -8.50 -4.44  1.117
O -2.76 -8.08 -4.77  -0.542
O -1.12 -9.64 -3.61  -0.568
O -0.61 -7.21 -3.86  -0.236
H 1.38 -7.51 -4.26  0.249
H 0.77 -5.88 -4.68  -0.042
H 1.05 -7.67 -6.68  0.333
H -0.47 -6.75 -6.59  0.326
C 9.74 -3.86 -1.02  -0.387
C 8.42 -4.03 -1.75  -0.347
O 7.43 -3.52 -0.86  -0.190
S 8.08 -2.30 0.01  0.957
O 7.72 -1.05 -0.62  -0.516
O 7.86 -2.57 1.41  -0.410
O 9.65 -2.61 -0.34  -0.324
H 9.89 -4.64 -0.27  0.275
H 10.60 -3.85 -1.71  0.307
H 8.21 -5.08 -2.00  0.319
H 8.39 -3.43 -2.67  0.313
C 7.74 -3.23 5.79  -0.268
C 7.37 -3.74 4.40  -0.246
O 6.62 -4.94 4.63  -0.296
S 5.79 -4.78 6.02  1.078
O 4.44 -4.37 5.70  -0.522
O 6.08 -5.92 6.86  -0.539
O 6.59 -3.49 6.60  -0.321
H 8.58 -3.79 6.21  0.291
H 7.97 -2.17 5.79  0.298
H 8.25 -3.95 3.79  0.262
H 6.73 -3.03 3.88  0.267
C -2.08 6.10 2.35  -0.218
C -1.88 5.05 3.44  -0.248
O -0.74 4.30 3.04  -0.144
S 0.28 5.28 2.22  0.888
O 1.30 5.73 3.15  -0.643
O 0.58 4.67 0.95  -0.478
O -0.76 6.51 1.97  -0.379
H -2.57 5.67 1.47  0.189
H -2.65 6.96 2.71  0.279
H -2.75 4.40 3.56  0.341
H -1.65 5.52 4.41  0.262
C -7.40 5.91 1.53  -0.225
C -6.30 6.93 1.27  -0.237
O -5.91 7.39 2.56  -0.301
S -6.08 6.18 3.63  1.002
O -4.79 5.55 3.81  -0.428
O -6.88 6.65 4.74  -0.571
O -7.00 5.20 2.70  -0.338
H -8.36 6.40 1.75  0.231
H -7.53 5.22 0.70  0.317
H -6.65 7.77 0.65  0.390
H -5.43 6.47 0.80  0.233
C -1.50 0.78 5.36  -0.385
C -1.59 1.07 3.86  -0.033
O -2.45 0.06 3.34  -0.203
S -3.55 -0.35 4.48  1.051
O -4.76 0.39 4.21  -0.565
O -3.51 -1.78 4.66  -0.524
O -2.80 0.35 5.75  -0.347
H -0.80 -0.04 5.56  0.305
H -1.20 1.66 5.93  0.328
H -0.62 1.04 3.37  0.343
H -2.06 2.04 3.68  -0.028
C -8.67 11.82 0.94  -0.321
C -8.38 11.22 2.31  -0.259
O -9.25 10.09 2.41  -0.310
S -9.46 9.45 0.93  0.993
O -8.55 8.34 0.78  -0.464
O -10.88 9.34 0.68  -0.567
O -8.88 10.70 0.07  -0.319
H -9.59 12.41 0.95  0.279
H -7.85 12.44 0.57  0.315
H -8.57 11.93 3.12  0.330
H -7.35 10.86 2.37  0.221

---

5.
DFT (ωB97M-V/def2-TZVPD) results for a 10-piece molecular cluster, C33H68BFI2O14 overall.

Calculated values
- F_max (eV/A) = 5.04
- calculated total energy (Ha) = -3071.42294
- frontier orbital gap (eV) = 7.2
- structure (SMILES) = C[C@@H](I)[C@H](I)C1=C(OB(O)O)C(=O)c2cccc(CCF)c2C1=O.CCO.CCO.CCO.CCO.CCO.CCO.CCO.CCO.CCO
- charge = 0
- highest occupied orbital energy (eV) = -8.796

Each line ends with the Mulliken charge.
Cartesian coordinates (Å):
C -0.69 1.41 -2.70  -0.692
C 0.54 1.51 -1.67  -0.199
I -0.10 1.96 0.39  0.063
C 1.54 0.25 -1.68  -1.594
I 3.49 0.74 -0.75  0.060
C 1.76 -0.38 -3.16  0.926
C 2.10 0.42 -4.30  0.361
O 2.25 1.84 -4.24  -0.537
B 3.64 2.25 -4.21  0.551
O 4.02 3.13 -3.11  -0.442
O 4.64 1.81 -5.15  -0.537
C 2.31 -0.22 -5.77  0.560
O 2.51 0.49 -6.80  -0.616
C 2.22 -1.80 -6.04  0.188
C 2.47 -2.40 -7.46  -0.678
C 2.35 -3.92 -7.70  -0.260
C 2.00 -4.82 -6.47  -0.657
C 1.76 -4.21 -5.04  0.503
C 1.44 -5.24 -3.87  -0.875
C -0.12 -5.40 -3.52  -0.122
F -0.54 -6.72 -3.98  -0.342
C 1.85 -2.68 -4.78  0.370
C 1.63 -1.98 -3.37  0.274
O 1.38 -2.63 -2.30  -0.688
H -0.28 1.62 -3.75  0.190
H -1.38 2.31 -2.46  0.251
H -1.30 0.45 -2.63  0.232
H 1.16 2.43 -1.99  0.338
H 1.08 -0.53 -0.95  0.656
H 4.81 2.74 -2.66  0.279
H 4.88 0.87 -4.97  0.331
H 2.71 -1.75 -8.38  0.383
H 2.48 -4.44 -8.71  0.212
H 1.91 -5.94 -6.64  0.306
H 1.81 -6.28 -4.24  0.384
H 2.04 -5.05 -2.90  0.360
H -0.73 -4.55 -4.00  0.232
H -0.20 -5.35 -2.37  0.220
C 0.36 0.24 4.09  -0.218
C 1.14 -0.90 3.46  -0.460
O 2.42 -0.43 3.03  -0.465
H 0.22 1.05 3.37  0.076
H -0.62 -0.11 4.43  0.123
H 0.90 0.66 4.94  0.047
H 0.61 -1.30 2.60  0.299
H 1.30 -1.71 4.18  0.277
H 2.88 -0.08 3.80  0.278
C -3.36 6.06 0.19  -1.121
C -3.03 4.60 -0.05  -0.004
O -1.99 4.48 -1.01  -0.395
H -3.67 6.54 -0.75  0.281
H -4.17 6.17 0.92  0.348
H -2.48 6.60 0.55  0.323
H -3.90 4.07 -0.43  0.239
H -2.71 4.12 0.88  0.120
H -1.21 4.95 -0.65  0.243
C 2.54 3.88 7.50  -1.189
C 1.86 2.94 6.53  0.120
O 1.88 1.61 7.03  -0.521
H 3.58 3.57 7.66  0.296
H 2.54 4.90 7.13  0.353
H 2.05 3.86 8.48  0.339
H 2.37 2.95 5.56  0.322
H 0.81 3.24 6.37  -0.011
H 1.42 1.61 7.88  0.285
C -3.94 2.99 5.63  -1.157
C -3.15 1.86 5.01  0.240
O -1.88 2.33 4.57  -0.372
H -4.08 3.81 4.92  0.300
H -4.92 2.65 5.97  0.359
H -3.40 3.41 6.49  0.326
H -3.68 1.46 4.14  0.364
H -3.00 1.05 5.73  -0.172
H -1.42 2.67 5.35  0.141
C 0.48 -4.25 -12.74  -1.084
C 0.90 -4.72 -11.36  -0.196
O 0.55 -3.75 -10.38  -0.463
H 0.96 -3.30 -12.98  0.292
H 0.76 -4.99 -13.50  0.327
H -0.60 -4.09 -12.78  0.327
H 1.99 -4.86 -11.31  0.289
H 0.42 -5.67 -11.10  0.274
H -0.41 -3.63 -10.42  0.255
C -2.54 -1.51 7.88  -0.614
C -3.11 -0.60 8.94  -0.474
O -3.69 0.56 8.34  -0.494
H -1.78 -0.99 7.29  0.146
H -2.09 -2.40 8.33  0.195
H -3.32 -1.83 7.18  0.355
H -2.33 -0.27 9.63  0.290
H -3.89 -1.11 9.52  0.288
H -4.39 0.26 7.75  0.283
C 4.09 4.93 0.06  -0.618
C 5.01 4.88 1.27  -0.293
O 4.62 3.83 2.14  -0.455
H 3.05 5.08 0.38  0.208
H 4.37 5.74 -0.61  0.364
H 4.12 3.98 -0.49  0.007
H 4.96 5.82 1.82  0.278
H 6.05 4.72 0.96  0.260
H 4.68 3.00 1.64  0.243
C -0.99 -6.35 7.74  -1.167
C -1.35 -4.88 7.81  -0.187
O -2.49 -4.69 8.64  -0.514
H -1.82 -6.93 7.34  0.294
H -0.11 -6.51 7.10  0.344
H -0.77 -6.75 8.74  0.338
H -1.58 -4.49 6.82  0.295
H -0.52 -4.29 8.22  0.310
H -2.27 -5.03 9.52  0.288
C -5.53 0.95 -4.73  -1.132
C -4.43 0.90 -3.68  -0.094
O -3.16 1.06 -4.30  -0.454
H -5.38 0.17 -5.48  0.274
H -6.51 0.82 -4.27  0.355
H -5.51 1.91 -5.26  0.340
H -4.44 -0.07 -3.17  0.309
H -4.56 1.68 -2.94  0.140
H -3.16 1.92 -4.74  0.267

---

6.
DFT (ωB97M-V/def2-TZVPD) results for C20H29O2PdTe as an isolated structure.

Calculated values
- 2S+1 = 5
- F_max (eV/A) = 0.63
- relative energy (zero: lowest compared OMol25 entry of this formula, charge and spin) (kcal/mol) = 0.0
- calculated total energy (Ha) = -1324.74849
- ⟨S²⟩ = 6.026
- frontier orbital gap (spin up / spin down) (eV) = 7.6 / 4.8
- charge = +3
- highest occupied orbital energy (spin up / spin down) (eV) = -16.531 / -16.957

Each line ends with the Löwdin spin population.
Cartesian coordinates (Å):
Pd 0.92 0.40 2.93  1.263
C 4.19 -0.81 2.42  0.016
C 2.85 -1.05 3.03  0.073
C 2.58 -0.67 4.36  0.080
C 1.33 -0.92 4.95  0.105
C 0.31 -1.56 4.21  0.115
C 0.57 -1.97 2.89  0.058
C 1.81 -1.71 2.31  0.074
H 4.57 0.19 2.65  0.002
H 4.18 -0.95 1.34  0.000
H 4.90 -1.53 2.85  0.007
H 3.36 -0.19 4.94  0.003
H 1.14 -0.62 5.97  0.004
H -0.65 -1.76 4.67  0.004
H -0.19 -2.49 2.33  0.002
H 2.01 -2.03 1.29  0.004
C -2.09 1.38 2.53  0.003
O -0.74 1.51 2.02  0.076
C -0.29 2.87 1.87  0.006
C 0.24 3.39 3.19  0.004
O 1.26 2.46 3.62  0.092
C 1.78 2.81 4.93  0.004
H -2.76 1.95 1.90  0.001
H -2.15 1.74 3.56  0.000
H -2.35 0.32 2.49  0.000
H -1.10 3.49 1.49  0.002
H 0.51 2.84 1.13  0.001
H -0.54 3.44 3.95  0.000
H 0.68 4.38 3.06  0.003
H 2.11 3.85 4.91  0.002
H 2.64 2.17 5.12  0.000
H 1.01 2.67 5.68  0.000
C -2.39 -1.84 -7.67  0.035
C -1.94 -1.48 -6.30  0.162
C -0.58 -1.62 -5.92  0.036
C -0.15 -1.28 -4.67  0.065
C 1.29 -1.45 -4.28  0.040
C -1.12 -0.77 -3.74  0.247
Te -0.46 -0.14 -1.92  1.187
C -2.50 -0.65 -4.09  0.066
C -3.53 -0.15 -3.12  0.040
C -2.87 -1.01 -5.36  0.028
H -1.57 -2.20 -8.29  0.000
H -2.85 -0.97 -8.14  0.012
H -3.16 -2.61 -7.62  0.012
H 0.12 -2.00 -6.65  0.001
H 1.90 -1.72 -5.14  0.003
H 1.40 -2.24 -3.53  0.006
H 1.71 -0.52 -3.87  0.020
H -3.13 0.08 -2.13  0.035
H -4.32 -0.89 -2.99  0.002
H -4.00 0.76 -3.50  0.002
H -3.91 -0.92 -5.65  0.000